[1]
Formula: C5H8O2
Source: the Open Molecules 2025 dataset
Level of theory: ωB97M-V with the def2-TZVPD basis set

XYZ file:
```
15
Properties=species:S:1:pos:R:3:lowdin_charge:R:1
C 1.78559 -0.13390 -0.05575 -0.414
C -0.68496 -0.40102 0.39889 -0.208
O 1.87843 1.08078 0.14022 -0.002
H 1.61064 -0.58747 -1.03762 0.151
O 2.28786 -1.03402 0.78961 0.085
H -1.33073 -0.87686 -1.59682 0.078
H -0.74202 -2.25777 -0.65996 0.067
C -0.78313 2.16538 -0.06200 0.031
H -2.33607 -1.58703 -0.32770 0.075
H 0.03878 2.84318 -0.23861 0.060
H -0.58202 -0.78321 1.40880 0.111
H 2.51197 -0.59117 1.62477 0.132
H -1.77699 2.58235 0.02591 0.066
C -0.56522 0.90970 0.19616 -0.133
C -1.31213 -1.32892 -0.60588 -0.098
```

**Frontier orbital gap**: 0.3564 Eh
**Total charge**: 0
**Spin multiplicity**: 1
**Total energy**: -9407.1095 eV

***

[2]
Formula: C5H8N2O
Source: the Open Molecules 2025 dataset
Level of theory: ωB97M-V with the def2-TZVPD basis set

XYZ file:
```
16
Properties=species:S:1:pos:R:3:lowdin_charge:R:1
H -0.18409 2.73356 1.06090 0.111
C 0.40196 1.82999 1.16993 -0.237
H 0.18975 1.06017 -0.96371 0.103
H -1.19743 -1.92298 0.16659 0.090
C 0.57100 -0.55653 0.14408 -0.364
H 0.97749 -0.69096 -2.08249 0.119
H 1.25026 -0.92535 0.94580 0.140
H -1.47517 -0.48853 -0.50561 0.080
H -1.33262 -0.58307 1.32260 0.105
H 1.81346 1.26582 -0.26187 0.127
N 2.55128 -1.47069 -0.92144 0.120
N 1.80478 -2.43370 -1.00454 0.115
C 1.15723 -1.19338 -1.15405 -0.344
C 0.76921 0.99443 -0.04839 -0.122
C -0.87031 -0.86322 0.32464 -0.092
O 0.68647 1.46265 2.29256 0.048
```

**Frontier orbital gap**: 0.3874 Eh
**Total charge**: 0
**Spin multiplicity**: 1
**Total energy**: -10339.1238 eV

***

[3]
Formula: C3H4N3
Source: the Open Molecules 2025 dataset
Level of theory: ωB97M-V with the def2-TZVPD basis set

XYZ file:
```
10
Properties=species:S:1:pos:R:3:lowdin_charge:R:1
H 1.20525 -0.76693 -0.73744 0.162
C 0.10270 -0.91371 -0.47324 0.074
H 0.06475 -1.62397 0.24168 0.072
H -0.44764 -1.29370 -1.31407 0.115
C -0.68229 2.10802 1.63876 -0.082
C -0.01309 1.11609 0.88992 0.202
H -0.17703 2.92776 1.98178 0.121
N -1.85907 0.23597 0.36734 0.322
N -1.87729 1.70637 1.46732 0.272
N -0.62062 0.14597 0.21529 -0.259
```

**Frontier orbital gap (alpha / beta)**: 0.2719 / 0.2779 Eh
**Total charge**: +1
**Spin multiplicity**: 1
**Total energy**: -7630.2291 eV

***

[4]
Formula: C21H39CoNP2
Source: the Open Molecules 2025 dataset
Level of theory: ωB97M-V with the def2-TZVPD basis set

XYZ file:
```
64
Properties=species:S:1:pos:R:3:lowdin_charge:R:1
H -1.45700 2.27206 -5.69936 0.115
C 1.17575 0.33603 -7.11359 -0.179
C 0.46729 1.45168 1.84426 -0.128
H -2.88908 -0.72735 0.87157 0.069
C -0.67313 -1.24730 -4.98600 -0.150
H -2.70659 0.03304 -0.79894 0.047
H -3.27871 0.97499 0.64847 0.070
H -2.34633 4.21371 -2.62240 0.032
C 2.01365 -2.68211 -1.77768 -0.305
H 0.85655 2.33477 -6.12647 0.111
H -2.34442 0.40214 -7.63118 0.119
C 0.38122 3.53849 -3.64338 -0.373
H 2.56629 -0.59408 -5.76155 0.098
H 1.21979 -1.61808 -3.93981 0.071
H -0.90606 -3.49943 -2.74374 0.027
P 0.38802 -2.17636 -1.22967 0.812
H 0.00049 4.22003 -4.40095 0.079
C 0.10610 2.09471 -3.75750 -0.363
H 2.61114 -1.76980 -1.97271 0.039
H 0.72884 4.66114 -0.01104 0.054
Co -0.21874 -0.14011 -3.05041 0.396
C 0.94696 1.07710 0.56339 -0.453
H -1.59058 1.26410 2.69801 0.072
C -1.09123 -3.03646 -1.79494 -0.297
H -0.94019 1.81199 -3.94638 0.031
P -0.29950 3.17632 -1.93786 0.947
H 1.84749 4.13120 -1.28140 0.016
H 2.53710 -3.22779 -0.98355 0.034
H 1.63718 -1.77641 -6.66980 0.119
H -1.94623 -2.36733 -1.89525 0.031
H 0.63498 -1.84211 1.18930 0.044
H 1.93397 -3.24416 -2.71203 0.037
H -1.26653 -1.69957 -4.18764 0.078
H 1.21982 -3.42015 0.67133 0.045
C 2.31276 1.40159 0.10384 -0.079
C -1.22814 0.57240 0.63819 -0.451
C 0.39222 -2.68508 0.51347 -0.251
C -1.32076 -1.10516 -6.35600 -0.166
H 0.63713 5.33059 -1.72771 0.030
H 0.66520 -0.01063 -8.02280 0.102
C 1.55189 -0.80331 -6.12872 -0.149
C -2.10739 3.52642 -1.81026 -0.236
H 2.06951 0.81637 -7.55686 0.110
H -0.58446 -1.38703 -7.11999 0.097
C 0.30417 1.42310 -6.45874 -0.127
C -2.60485 0.17332 0.28963 -0.097
C 0.81119 4.44370 -1.09992 -0.261
H -0.58241 -3.13282 0.79253 0.045
H 1.46293 3.71086 -3.50466 0.086
C -0.88423 1.14146 1.89860 -0.119
C 0.69051 -1.10029 -4.79116 -0.130
H -2.38533 3.91988 -0.82000 0.052
H -2.07639 -1.88700 -6.44496 0.111
C -1.95342 0.29140 -6.60693 -0.162
H 2.70628 0.68017 -0.61700 0.053
H -2.70930 2.61664 -1.94216 0.030
C -1.00068 1.37444 -6.18970 -0.161
H 2.32666 2.42059 -0.32331 0.033
H 0.90611 1.62835 -4.37395 0.054
H 1.09841 1.91127 2.58006 0.072
H -2.83293 0.43511 -5.96723 0.108
H 2.93377 1.43446 1.01855 0.077
H -1.39547 -3.75468 -1.05841 0.021
N -0.11461 0.59267 -0.16820 -0.037
```

**Expectation value of S²**: 3.79
**Frontier orbital gap (alpha / beta)**: 0.2079 / 0.2057 Eh
**Total charge**: 0
**Spin multiplicity**: 4
**Total energy**: -80094.7746 eV

***

[5]
Formula: CHNO5
Source: the Open Molecules 2025 dataset
Level of theory: ωB97M-V with the def2-TZVPD basis set

XYZ file:
```
8
Properties=species:S:1:pos:R:3:lowdin_charge:R:1
O 1.42338 1.51518 0.82987 0.186
O -1.90645 -0.64880 0.87950 0.140
O -1.14545 0.09630 -1.10343 0.064
C 1.87206 0.58522 0.28111 -0.446
N -1.04547 -0.74486 0.06830 -0.446
O 2.34240 -0.32474 -0.20623 0.233
H -1.44547 0.96399 -0.70216 0.142
O -0.09500 -1.44228 -0.04696 0.128
```

**Frontier orbital gap**: 0.4450 Eh
**Total charge**: 0
**Spin multiplicity**: 1
**Total energy**: -12777.3153 eV

***

[6]
Formula: C5H12NO
Source: the Open Molecules 2025 dataset
Level of theory: ωB97M-V with the def2-TZVPD basis set

XYZ file:
```
19
Properties=species:S:1:pos:R:3:lowdin_charge:R:1
C -1.11897 -1.24266 1.32011 -0.088
C 0.07180 1.09672 -2.20112 -0.386
H 0.56370 0.14345 2.75825 0.069
H -1.49551 -1.87113 0.51006 0.070
H 0.45454 2.09443 -2.48547 0.141
H -0.42145 -1.86755 1.89177 0.076
H -1.91458 -0.99052 2.01669 0.076
C -0.32505 -0.08240 0.67800 -0.427
C 0.41025 -0.58701 -0.54530 -0.221
C 0.55043 0.57830 1.76380 -0.075
N 1.05658 0.54259 -1.26372 -0.027
H -0.27445 -1.07023 -1.25056 0.107
H 1.02685 -1.42051 -0.19593 0.131
H 1.68887 0.04773 -1.89105 0.103
H 0.29374 1.63664 1.79408 0.070
H 1.59679 0.62972 1.45568 0.068
H -0.81483 1.36750 -1.61844 0.137
H -1.10951 0.66120 0.51235 0.117
O -0.23918 0.33372 -3.24919 0.060
```

**Expectation value of S²**: 0.75
**Frontier orbital gap (alpha / beta)**: 0.3985 / 0.2928 Eh
**Total charge**: 0
**Spin multiplicity**: 2
**Total energy**: -8914.4447 eV

***

[7]
Formula: C16H15BCl24NO6P
Source: the Open Molecules 2025 dataset
Level of theory: ωB97M-V with the def2-TZVPD basis set

XYZ file:
```
64
Properties=species:S:1:pos:R:3:lowdin_charge:R:1
Cl -7.88668 3.11983 -1.95824 0.523
C -0.76182 -0.65226 2.65605 0.004
Cl -0.89381 -4.72336 -3.95096 0.505
Cl -5.07105 3.33765 -1.34980 0.476
Cl -1.38446 2.41162 4.76683 0.585
Cl -1.96209 4.84637 6.21279 0.517
Cl 5.13657 -6.33346 1.25588 0.512
C 6.44504 -5.61750 0.30268 -2.050
O 2.24103 -1.33961 1.47902 0.128
C 0.79250 0.28044 0.62685 0.056
Cl -0.30841 -6.80160 -2.02599 0.556
Cl -1.69617 2.34579 7.64200 0.524
Cl -2.82887 -6.81102 -3.44257 0.525
H 1.87236 2.84887 -0.14369 0.125
Cl 6.79715 -3.99362 0.90883 0.514
C 1.67832 -0.97738 0.49297 -0.317
C -3.65449 5.08747 1.45222 -2.010
H 1.45932 4.65791 2.85820 0.074
C 0.87043 3.30633 -0.29824 -0.146
Cl 7.89415 -6.62760 0.44164 0.511
Cl -1.05810 0.66804 -5.59492 0.553
O -0.11857 2.20954 -0.34697 -0.047
C 0.63332 1.04816 -0.45860 -0.179
H -0.08123 -1.52489 2.79247 0.076
Cl -2.88803 -1.45584 -4.88563 0.529
C -1.10193 -6.43978 -3.56629 -2.025
C 0.64075 4.28755 0.88962 -0.215
Cl -3.15627 5.83551 -0.07583 0.526
O 1.50962 1.45985 -2.64118 0.149
H 1.63090 -1.27520 -2.96571 0.027
C -6.31720 2.30597 -2.06506 -2.032
H 2.29154 3.29485 2.03566 0.060
O 3.01313 -3.62564 -2.45596 -0.166
H -1.21784 -0.35483 3.61786 0.048
P 2.19691 -3.40509 -1.04321 0.578
Cl -6.38784 0.77089 -1.18439 0.520
Cl 5.95473 -5.52241 -1.39593 0.511
C 1.85711 4.30085 1.88807 -0.105
C 1.57525 -0.84330 -1.97330 -0.139
H 0.61020 5.31902 0.46971 0.107
C 1.78713 -1.61670 -0.90282 -0.137
C -2.25918 3.10180 6.14204 -2.024
O 0.40016 1.65080 2.87244 0.007
C 1.27014 0.65757 -1.80262 -0.320
Cl -2.60071 3.71164 1.80325 0.573
Cl -0.46641 -2.06013 -6.34672 0.534
Cl -0.37707 -7.42282 -4.84732 0.528
Cl -5.92950 1.99285 -3.76553 0.516
H -1.50302 -0.95739 1.89124 0.079
H 2.76027 -4.54878 0.70433 -0.029
Cl -5.32604 4.52393 1.31724 0.494
H 0.83518 -4.82902 -0.17161 0.062
H 0.89015 3.80734 -1.28294 0.125
C -1.18431 -1.02496 -5.10516 -1.984
Cl -3.53026 6.27627 2.75863 0.530
H 3.79284 -3.04443 -2.37472 0.079
Cl -3.99475 2.80667 5.94655 0.522
B 0.16896 0.52303 2.07553 -0.417
Cl -0.30743 -1.25779 -3.57211 0.667
H 2.67673 4.94809 1.51493 0.074
H -0.32310 4.12206 1.40797 0.014
O 0.83363 -4.32450 -0.99972 -0.234
N 3.14938 -3.81044 0.12416 -0.158
H 0.91173 1.35680 3.64608 0.112
```

**Frontier orbital gap**: 0.2737 Eh
**Total charge**: 0
**Spin multiplicity**: 1
**Total energy**: -341110.7211 eV

***

[8]
Formula: C5H8OS
Source: the Open Molecules 2025 dataset
Level of theory: ωB97M-V with the def2-TZVPD basis set

XYZ file:
```
15
Properties=species:S:1:pos:R:3:lowdin_charge:R:1
H 0.06281 -2.18770 -0.99415 0.072
C 0.56881 0.59951 -0.49795 -0.603
H 1.53033 1.57169 0.64422 0.116
C -0.14603 0.47318 -1.64498 -0.097
O 0.87778 1.79214 -0.02634 0.086
C -1.34169 0.53281 1.34902 -0.517
H 1.23655 -0.43885 1.18889 0.111
H -1.66767 -0.30963 1.85025 -0.045
H -0.36574 1.46128 -2.20340 0.112
H -0.97261 1.38799 1.97018 0.037
S -2.12218 0.65804 -0.12046 0.719
H -0.43497 -0.47579 -2.01266 0.040
C 0.85336 -0.61266 0.18898 -0.184
C 0.67057 -1.87767 -0.16062 0.070
H 1.25068 -2.57435 0.46903 0.083
```

**Frontier orbital gap (alpha / beta)**: 0.2579 / 0.2579 Eh
**Total charge**: 0
**Spin multiplicity**: 1
**Total energy**: -18193.0569 eV

***

[9]
Formula: C13H24N2O3
Source: the Open Molecules 2025 dataset
Level of theory: ωB97M-V with the def2-TZVPD basis set

XYZ file:
```
42
Properties=species:S:1:pos:R:3:lowdin_charge:R:1
H -1.38616 -2.37436 1.43922 0.102
H -0.78522 -0.50798 0.35463 0.132
C -3.39153 -3.26262 -0.65465 -0.207
H 3.93097 3.25743 0.44795 0.118
O 2.20453 -0.94372 -0.47824 0.066
H 0.97162 4.77911 -2.08512 0.088
H 1.03557 4.15487 0.86268 0.132
H -1.54126 -0.78376 -2.22170 0.117
H 0.43840 -2.20127 -1.71361 0.147
H 1.65893 6.41111 -1.86192 0.087
C 3.08764 3.50051 1.09643 -0.146
O 2.28450 5.06739 -0.50891 -0.191
N 2.42724 1.12984 1.20060 0.078
C -1.66471 -1.78404 -1.79839 -0.149
O 0.16543 1.09255 1.50380 0.062
H 1.85151 2.52287 2.57902 0.123
H -2.90123 -1.23077 -0.10113 0.111
C -2.97163 -1.83460 -1.00652 -0.193
C 2.73833 2.30195 1.97931 -0.170
H -3.07007 -3.92686 -1.45916 0.105
H 1.62012 3.11410 -0.45551 0.125
C 1.90761 3.92764 0.22958 -0.248
H -1.03532 -4.05464 1.76872 0.109
C 1.19147 0.66628 0.99914 -0.414
C -1.40669 -3.37257 1.00065 -0.194
H 3.57632 2.07544 2.64465 0.122
H -0.71367 -4.23678 -0.85898 0.120
C -2.85001 -3.77356 0.68290 -0.206
H 3.37888 4.34100 1.72647 0.119
C 1.26317 5.53791 -1.34755 -0.121
H -3.48614 -3.40656 1.49168 0.108
H 0.37405 5.82351 -0.77109 0.088
N -0.05474 -0.99026 -0.15512 0.112
H -4.48160 -3.31943 -0.61499 0.106
H -1.73697 -2.48361 -2.63383 0.117
H -2.92811 -4.86321 0.68238 0.107
C -0.39651 -2.10975 -1.00666 -0.302
H -3.74753 -1.38592 -1.63134 0.109
C 1.17944 -0.52651 0.03531 -0.399
H 3.15586 0.67870 0.65893 0.146
H 0.55986 -3.59583 0.17417 0.116
C -0.45233 -3.41359 -0.19380 -0.132
```

**Frontier orbital gap**: 0.3814 Eh
**Total charge**: 0
**Spin multiplicity**: 1
**Total energy**: -22994.1997 eV

***

[10]
Formula: C24H27Br6N5O2
Source: the Open Molecules 2025 dataset
Level of theory: ωB97M-V with the def2-TZVPD basis set

XYZ file:
```
64
Properties=species:S:1:pos:R:3:lowdin_charge:R:1
C 3.15993 -3.15221 3.13242 -0.148
H 4.82263 3.37100 4.04948 0.109
H -6.86767 0.58007 -2.29761 0.079
C 1.27639 -1.20910 0.56372 -0.054
Br 3.46168 -2.09432 -4.23447 0.538
C 4.78799 0.07295 4.02971 -0.142
C -4.08484 2.25942 -2.84959 -0.165
C 1.22220 -0.96529 -0.82785 0.028
N -4.57200 1.52647 1.34076 0.000
H -3.75918 0.15680 2.71978 0.103
H 2.96318 0.29458 -4.73078 -0.040
H -2.68684 0.73602 -3.14585 0.065
H 2.04727 -1.27721 -1.45102 0.093
H -1.67402 -0.03574 1.68026 0.082
C 4.76282 2.30357 3.89647 -0.141
C -1.04711 -0.10070 -0.43081 0.033
Br 0.19137 0.89907 -7.90053 0.486
N 3.96409 1.79582 2.94545 0.003
Br 0.51250 -1.89453 -6.37393 0.524
H -4.74365 3.30163 0.07013 0.090
O -1.04994 0.61952 -3.09681 -0.004
C -5.86628 0.96056 -2.43495 -0.094
Br 5.41668 0.46661 -4.10459 0.568
H 1.98703 -1.87342 1.03282 0.084
H 5.02079 -0.89709 4.44351 0.093
H 2.33965 -1.52986 4.14320 0.123
C -0.92959 -0.30287 0.94482 -0.041
H -3.42067 3.08589 -3.05508 0.113
C 0.24135 -0.85190 1.41031 -0.072
H 3.70299 -0.26036 2.16590 0.086
C -3.82427 1.18898 2.40872 -0.164
O 0.95407 -0.23349 -3.42728 0.025
C -5.41803 2.29748 -2.57291 -0.148
C 5.30982 1.24046 4.63518 -0.086
C 0.03678 -0.38249 -1.29406 -0.120
H 0.31809 -0.96909 2.48118 0.100
C -4.36826 2.83411 0.96841 -0.125
N 2.22296 -2.51177 3.93745 -0.008
N 0.01128 0.02689 -2.71064 -0.261
H -2.41107 2.40805 3.57408 0.080
H 3.98639 -2.60980 2.69749 0.097
H -3.12745 4.45620 2.00704 0.084
H 1.05494 -5.54249 4.02992 0.086
H 3.06521 -5.23637 2.34369 0.089
C 4.06003 0.41697 2.92758 -0.144
C -0.76177 -0.42427 -6.70136 -1.460
C -3.54685 3.46315 1.94102 -0.081
C -3.14470 2.37302 2.78227 -0.124
H -1.91485 0.37356 -0.86498 0.103
H 5.96193 1.24876 5.49604 0.090
H -4.41752 -0.91233 -2.59158 0.096
H 0.53158 -3.05266 5.11139 0.107
H -0.96607 0.10906 -5.77297 -0.057
H -5.07412 0.96053 0.67167 0.139
Br -2.52803 -1.02190 -7.41617 0.527
N -3.63235 0.98360 -2.89124 0.002
C 1.33502 -3.38458 4.47052 -0.139
C 2.69187 -4.43547 2.96464 -0.105
H -6.08054 3.14657 -2.49213 0.094
C 3.85073 -0.30586 -4.93031 -1.530
Br 4.15521 -0.40222 -6.91844 0.490
C -4.67814 0.13575 -2.58892 -0.105
H 3.58640 2.39070 2.22187 0.152
C 1.58294 -4.61438 3.86797 -0.098
```

**Frontier orbital gap**: 0.2436 Eh
**Total charge**: 0
**Spin multiplicity**: 1
**Total energy**: -457120.5672 eV

***

[11]
Formula: C4H10S
Source: the Open Molecules 2025 dataset
Level of theory: ωB97M-V with the def2-TZVPD basis set

XYZ file:
```
15
Properties=species:S:1:pos:R:3:lowdin_charge:R:1
C -0.78652 1.74849 1.16247 -0.092
H -0.54345 -2.66336 0.17520 -0.027
H -0.75636 1.53424 2.19579 0.036
H -0.07981 -1.39987 1.43375 -0.010
H 0.90148 -1.03544 -2.84031 -0.064
H 3.56364 -0.77350 0.42397 0.052
C -1.65138 2.62935 0.71889 -0.070
H -0.32333 0.95440 0.60451 -0.061
H -1.72566 2.74950 -0.35405 0.040
H 0.02261 -2.46342 -2.11375 -0.006
H -2.14772 3.46652 1.26398 0.066
C -0.19018 -1.74826 0.43930 -0.344
H 2.97093 -0.79220 -0.20778 -0.014
C 0.30649 -1.46823 -2.18191 -0.358
S 0.43924 -0.73821 -0.72007 0.853
```

**Frontier orbital gap (alpha / beta)**: 0.2857 / 0.2856 Eh
**Total charge**: 0
**Spin multiplicity**: 1
**Total energy**: -15139.8826 eV